Entry 1:
Here is an isolated molecule of C4H2FNS at a distorted geometry from the OMol25 dataset. Energies are from ωB97M-V/def2-TZVPD.

XYZ file:
```
9
Properties=species:S:1:pos:R:3:forces:R:3
C 0.443663 1.394134 -0.526859 -2.6 -1.1 -1.0
F 1.719048 -1.377913 -0.523059 0.7 1.2 -0.5
S -0.958529 2.247063 -1.235776 4.6 -0.9 1.6
N -2.020310 -0.323667 1.737162 3.4 1.3 -6.9
H 0.104622 -2.163634 0.362587 0.5 3.2 -1.0
H 1.721910 1.352405 -0.456399 -4.0 0.9 -0.6
C 0.525487 -1.090759 -0.055667 -1.8 -3.7 1.6
C -0.161423 0.076188 -0.009691 3.2 -0.2 -0.7
C -1.374468 -0.113817 0.707701 -3.8 -0.6 7.5
```
Positions in Å, forces in eV/Å.

As for the spin multiplicity: 1. The LUMO energy is -1.8200 eV. Its HOMO-LUMO gap is 7.63 eV. The HOMO energy is -0.34738 Ha.

---

Entry 2:
Here is a structure of composition C4H2InO2 at a distorted geometry from the OMol25 dataset. Energies are from ωB97M-V/def2-TZVPD.

XYZ file:
```
9
Properties=species:S:1:pos:R:3:forces:R:3
C 0.989295 -0.726635 0.593544 -1.5 0.4 -0.2
C -0.630341 1.083829 1.060076 -1.6 -0.3 -1.3
C -0.202872 0.023336 0.490175 2.8 -1.2 -0.1
In -0.510489 1.501040 -1.826279 3.7 6.0 -2.2
C 1.965197 -1.442710 0.599659 -0.4 -0.2 0.0
O -0.884857 -0.352563 -1.210388 -0.8 -2.3 2.5
H -1.474417 1.712525 1.322065 0.3 0.2 0.8
H 2.749056 -2.181206 0.579362 0.2 0.2 0.1
O -2.000573 0.382385 -1.608215 -2.7 -2.8 0.5
```
Positions in Å, forces in eV/Å.

As for the spin multiplicity: 2. The LUMO energy (alpha / beta) is -14.3763 / -14.0346 eV. Its HOMO-LUMO gap (alpha / beta) is 5.68 / 5.96 eV. The HOMO energy (alpha / beta) is -0.73690 / -0.73479 Ha. Its charge is +2.

---

Entry 3:
Here is a structure of composition C4H2LiNaO2 at a distorted geometry from the OMol25 dataset. Energies are from ωB97M-V/def2-TZVPD.

XYZ file:
```
10
Properties=species:S:1:pos:R:3:forces:R:3
C 0.542348 0.658263 1.046328 0.8 0.7 -0.7
H 1.593951 3.236720 -0.892584 -0.5 0.2 0.1
O 0.085866 2.267709 -1.854662 0.3 0.1 0.3
H -2.813948 -1.064328 -0.285394 0.1 -0.1 0.4
Li -0.466708 0.334039 -1.413595 -0.4 0.3 0.8
O -1.334017 -2.183528 0.415030 -0.1 0.6 0.1
Na 0.768948 -1.782576 1.080543 -0.5 0.3 0.1
C 0.784608 2.485350 -0.850978 0.2 -0.7 -0.4
C -1.681716 -1.120504 -0.158634 0.3 -0.7 -1.2
C 0.711102 1.626565 0.275711 -0.2 -0.7 0.7
```
Positions in Å, forces in eV/Å.

As for the spin multiplicity: 1. The LUMO energy is -0.5989 eV. Its HOMO-LUMO gap is 6.03 eV. The HOMO energy is -0.24367 Ha.

---

Entry 4:
Here is a structure of composition C4H2MgNaO2 at a distorted geometry from the OMol25 dataset. Energies are from ωB97M-V/def2-TZVPD.

XYZ file:
```
10
Properties=species:S:1:pos:R:3:forces:R:3
C -0.365804 -0.931431 0.267449 4.3 -0.8 -0.3
C 2.125819 -0.165394 -0.190029 2.3 0.0 0.0
H -0.517718 -1.969654 0.586265 0.1 0.3 -0.2
Mg 4.825700 1.147360 -0.299845 0.7 0.5 0.0
O -2.666788 -0.396699 -0.312946 1.6 -2.0 -0.1
Na -4.464840 1.644502 -0.036698 0.6 -0.5 0.0
H -1.790592 1.308921 0.338941 2.5 -2.0 -0.4
O 3.370215 0.031291 -0.333614 -2.4 -0.4 0.1
C -1.469985 -0.232319 -0.028826 -6.9 5.9 0.3
C 0.953989 -0.436581 0.009306 -2.8 -0.9 0.7
```
Positions in Å, forces in eV/Å.

As for the spin multiplicity: 1. The LUMO energy (alpha / beta) is -4.2741 / -4.7642 eV. Its HOMO-LUMO gap (alpha / beta) is 6.86 / 5.49 eV. The HOMO energy (alpha / beta) is -0.40920 / -0.37681 Ha. Its charge is +1.

---

Entry 5:
Here is a structure of composition C4H2N2O at a distorted geometry from the OMol25 dataset. Energies are from ωB97M-V/def2-TZVPD.

XYZ file:
```
9
Properties=species:S:1:pos:R:3:forces:R:3
C 1.983585 1.912999 0.826311 0.6 1.9 -0.1
O -1.733724 -0.558250 -0.384290 2.7 0.0 -0.5
C -0.813426 -1.543133 -0.479780 -1.7 -1.7 0.5
N 0.416285 -1.247748 -0.203666 -0.9 -0.5 -0.4
H 2.492276 2.895193 0.968899 -0.5 -1.7 0.1
H -1.302840 -2.524785 -0.643978 0.9 0.7 -0.1
N -0.929756 0.559801 -0.120948 -0.6 0.4 0.5
C 1.260534 1.028910 0.471500 0.2 -0.4 -0.3
C 0.281751 0.086427 0.018919 -0.6 1.3 0.4
```
Positions in Å, forces in eV/Å.

As for the spin multiplicity: 1. The LUMO energy is 0.4751 eV. Its HOMO-LUMO gap is 10.75 eV. The HOMO energy is -0.37760 Ha.

---

Entry 6:
Here is an isolated molecule of C4H2N2O at a distorted geometry from the OMol25 dataset. Energies are from ωB97M-V/def2-TZVPD.

XYZ file:
```
9
Properties=species:S:1:pos:R:3:forces:R:3
C -0.123538 0.685885 0.147805 -3.5 0.9 -2.7
C 0.071808 -0.734531 0.129850 1.5 -1.9 -2.8
C -1.185467 1.289644 -0.742522 -1.9 1.7 -0.6
H -0.445891 -1.328511 -0.638466 0.0 0.2 0.4
O -0.648529 -0.150885 1.095587 -1.7 -0.5 3.1
H 0.555583 1.330919 0.523737 2.4 2.1 0.7
C 1.420334 -1.228994 0.337271 -0.9 -0.1 0.3
N -2.089918 1.857936 -1.246349 3.0 -2.0 1.4
N 2.445618 -1.721462 0.393085 1.0 -0.3 0.1
```
Positions in Å, forces in eV/Å.

As for the spin multiplicity: 1. The LUMO energy is 0.4757 eV. Its HOMO-LUMO gap is 12.51 eV. The HOMO energy is -0.44236 Ha.

---

Summary of energy above the lowest of the compared OMol25 structures with the same formula, charge and spin in eV
2.883; 7.736; 0.026; 0.089; 2.370; 1.733
(order as listed above)
Summary of calculated total energy in a.u.
-706.26442; -493.01660; -473.83056; -666.09312; -338.25434; -338.27772
(order as listed above)